(1)
C31H33N5O7PdSi | wB97M-V/def2-TZVPD

```
78
C31H33N5O7PdSi (wB97M-V/def2-TZVPD)
Pd -0.07442 0.04938 0.02919
C -0.25962 1.39933 2.70209
N 0.21889 0.08455 2.14668
C -0.50077 -0.93688 2.94792
C 1.68389 0.03969 2.32057
C 2.23783 0.04764 3.58822
C 3.60776 0.17908 3.74974
C 4.40565 0.34624 2.62704
C 3.86934 0.31480 1.35310
C 2.49527 0.09420 1.16321
N 1.85632 -0.06869 -0.05177
C 2.37655 -0.29235 -1.31498
C 3.66359 -0.77161 -1.61159
C 4.02303 -1.04457 -2.92039
C 3.12861 -0.86659 -3.96439
C 1.84470 -0.42375 -3.68817
C 1.46977 -0.15076 -2.38591
N 0.11565 0.34446 -2.07302
C 0.08463 1.79467 -2.44040
C -0.95791 -0.29978 -2.87609
H -0.15048 1.35564 3.78608
H -1.30840 1.52912 2.44303
H 0.33449 2.21272 2.30396
H -0.44410 -0.68593 4.00720
H -0.06424 -1.91903 2.80077
H -1.54390 -0.92478 2.64060
H 1.59808 -0.01408 4.45826
H 4.03906 0.19802 4.74048
H 5.46728 0.51996 2.74368
H 4.50536 0.49644 0.50455
H 4.36124 -0.97411 -0.81833
H 5.01821 -1.41926 -3.12200
H 3.42100 -1.08025 -4.98284
H 1.13023 -0.30649 -4.49139
H 0.26317 1.85907 -3.51534
H 0.84679 2.34390 -1.90176
H -0.89934 2.20274 -2.21888
H -0.93449 0.08173 -3.89761
H -1.91776 -0.04703 -2.42837
H -0.82326 -1.37229 -2.89389
O -4.10085 0.61519 -0.41421
C -2.95839 0.92877 -0.13323
O -2.07003 0.00057 0.14151
C -2.58991 2.39609 -0.06049
C -3.67201 3.26862 -0.12464
C -3.50263 4.63611 -0.05380
C -2.23903 5.20744 0.06580
C -1.17960 4.35007 0.10323
C -1.26623 2.92876 0.05752
O -0.17711 2.26028 0.12939
N 0.18363 4.89156 0.20221
O 0.58145 5.20943 1.30170
O 0.84867 4.90925 -0.81206
N -4.66656 5.51355 -0.10839
O -4.46772 6.71594 -0.06088
O -5.76599 5.00105 -0.19362
H -4.66219 2.84995 -0.22562
H -2.11701 6.27912 0.12011
C 1.51266 -3.01964 0.92306
Si 0.02701 -2.37973 -0.03677
C -1.63174 -2.99988 0.59384
C 0.19240 -3.11898 -1.76143
C -0.94779 -3.59084 -2.42876
C -0.85755 -4.18994 -3.67426
C 0.38184 -4.33621 -4.28321
C 1.52347 -3.89104 -3.63681
C 1.42708 -3.29116 -2.38974
H 1.35453 -4.09549 1.04466
H 1.68284 -2.58598 1.90468
H 2.42849 -2.88151 0.34679
H -1.72288 -4.02854 0.23727
H -2.46005 -2.41409 0.19670
H -1.72835 -3.02574 1.67510
H -1.92611 -3.46720 -1.98456
H -1.75278 -4.53946 -4.17119
H 0.45508 -4.79682 -5.26001
H 2.49289 -4.00144 -4.10551
H 2.33665 -2.94213 -1.91360
```

As for the frontier orbital gap: 0.24814 Eh. For the energy above the lowest of the compared OMol25 structures with the same formula, charge and spin, the calculation gives 0.781 eV.


(2)
C6H10 | wB97M-V/def2-TZVPD

```
16
C6H10 (wB97M-V/def2-TZVPD)
C -0.95974 -0.77164 1.37350
C -0.56462 0.44787 0.54982
C 0.94942 0.82275 0.50638
C 0.94811 0.61085 -1.00627
C 0.45408 -0.75568 -1.37471
C -0.53663 0.29220 -0.97685
H -1.01619 -0.53157 2.44105
H -1.93243 -1.16503 1.05694
H -0.22428 -1.57619 1.26072
H -1.17182 1.31157 0.84254
H 1.12248 1.86895 0.77582
H 1.62555 0.19202 1.09696
H 1.49774 1.21835 -1.71877
H 0.64488 -1.61548 -0.73427
H 0.47593 -0.98461 -2.43706
H -1.31251 0.63563 -1.65579
```

As for the frontier orbital gap: 0.39777 Eh. As for the structure (SMILES): C[C@H]1C[C@H]2C[C@H]21. For the energy above the lowest of the compared OMol25 structures with the same formula, charge and spin, the calculation gives 1.304 eV.


(3)
C5H14NO2 | wB97M-V/def2-TZVPD

```
22
C5H14NO2 (wB97M-V/def2-TZVPD)
C -1.29412 1.01364 -2.90169
C -2.03666 -0.01009 -1.90952
C -1.30351 -0.75320 -0.75662
C -0.77482 -0.38090 0.37004
N -0.35716 -1.12001 1.60771
C 0.66647 -2.01354 1.62871
H -1.32929 2.05608 -2.80955
H -1.99652 1.19091 -3.77631
H -0.36407 1.03117 -3.18330
H -2.55540 -0.62807 -2.66273
H -2.91452 0.48474 -1.67249
H -1.45542 -1.77031 -1.14961
H -0.51490 0.62179 0.65784
H -0.96033 -0.82965 2.50902
H 1.16089 -2.36622 0.78806
H 0.91392 -2.27786 2.71492
H 3.35910 -0.41045 2.84685
H 2.92959 -0.01380 1.50984
O 3.28149 -0.76453 2.01573
H 2.19216 2.84592 1.88774
H 1.27926 2.12811 0.87349
O 2.07384 1.96627 1.41187
```

As for the frontier orbital gap: 0.33168 Eh. As for the total charge: +1. For the energy above the lowest of the compared OMol25 structures with the same formula, charge and spin, the calculation gives 5.671 eV.


(4)
C51H124N12O7 | wB97M-V/def2-TZVPD

```
194
C51H124N12O7 (wB97M-V/def2-TZVPD)
C -1.54667 -0.78391 1.08043
C -0.77375 0.45442 0.54873
N 0.06480 0.15966 -0.64048
C -0.74108 0.08124 -1.86953
C -1.41350 1.42000 -2.20920
C 1.00595 -0.97531 -0.45997
C 2.12701 -0.67370 0.55226
H -2.18972 -1.21077 0.31077
H -2.20587 -0.45086 1.88207
H -0.89911 -1.54874 1.50914
H -1.50129 1.23796 0.33693
H -0.16488 0.83254 1.36994
H -0.01247 -0.05662 -2.66841
H -1.44218 -0.75011 -1.94324
H -1.67696 1.42906 -3.26685
H -2.27760 1.48668 -1.54816
H -0.79970 2.30076 -2.02055
H 1.57032 -1.11495 -1.38198
H 0.54650 -1.95849 -0.35816
H 1.83942 -0.93962 1.56945
H 2.41797 0.37433 0.62348
H 3.03281 -1.25507 0.38008
C 3.07678 3.20478 -0.30509
C 3.27339 1.98194 0.64038
N 4.64681 1.44259 0.59713
C 5.59893 2.41764 1.23988
C 6.92137 1.83140 1.55801
C 5.05258 0.83961 -0.68195
C 4.06848 -0.28661 -1.12375
H 3.61667 4.04774 0.12623
H 2.01646 3.45291 -0.35266
H 3.40781 3.06077 -1.33357
H 2.97901 2.26507 1.65096
H 2.51727 1.23288 0.40526
H 5.71880 3.31031 0.62598
H 5.20791 2.78841 2.18737
H 6.88083 0.94369 2.18921
H 7.49086 1.55912 0.66939
H 7.50713 2.57760 2.09483
H 6.10954 0.57341 -0.67379
H 5.06289 1.69307 -1.35988
H 3.11366 0.16651 -1.39039
H 3.86164 -1.06684 -0.39123
H 4.56646 -0.80570 -1.94269
C 0.39893 -0.13702 -4.53112
C -0.00460 1.24936 -5.00672
N -0.66741 1.23073 -6.31815
C 0.04627 0.52452 -7.37316
C 1.47843 1.18726 -7.58232
C -2.05198 0.72364 -6.18771
C -2.97533 1.57157 -5.24195
H 1.04088 -0.18228 -3.65137
H 0.88600 -0.72054 -5.31238
H -0.47623 -0.67393 -4.16520
H -0.63660 1.75716 -4.27815
H 0.84536 1.93174 -5.00705
H 0.02140 -0.54775 -7.17896
H -0.46002 0.61612 -8.33409
H 2.20799 0.96484 -6.80362
H 1.91255 0.81037 -8.50838
H 1.31965 2.26463 -7.62897
H -2.17513 -0.33512 -5.95978
H -2.45033 0.87127 -7.19151
H -4.01276 1.30331 -5.44165
H -2.85807 2.64748 -5.37145
H -2.81554 1.28831 -4.20160
C -2.25078 -0.20602 3.94120
C -0.98988 0.66026 3.62208
N 0.27854 0.35574 4.36741
C 1.30220 1.36762 4.01401
C 1.69801 1.31848 2.51140
C -0.13247 0.39996 5.78144
C 1.06220 0.08724 6.70608
H -1.93821 -1.24791 4.01102
H -2.94002 -0.07519 3.10697
H -2.66772 0.09282 4.90295
H -0.80453 0.40510 2.57870
H -1.27927 1.71100 3.63936
H 2.19935 1.21728 4.61453
H 0.98710 2.37209 4.29657
H 0.91574 1.80473 1.92854
H 1.82127 0.27909 2.20714
H 2.61615 1.84328 2.24742
H -0.64599 1.31038 6.09050
H -0.88777 -0.34682 6.02627
H 1.60329 -0.80953 6.40421
H 1.72808 0.94534 6.79757
H 0.60437 -0.06873 7.68289
C -3.67870 0.15312 1.10348
C -4.81133 1.10953 0.74981
N -4.31189 2.49437 0.63193
C -3.46964 2.64965 -0.56993
C -2.72206 4.00344 -0.62612
C -5.44704 3.39289 0.48159
C -6.31835 3.44545 1.75867
H -2.82114 0.13374 0.43093
H -3.98419 -0.88278 1.25077
H -3.18360 0.33103 2.05811
H -5.25828 0.73689 -0.17186
H -5.62271 1.05685 1.47575
H -2.71987 1.85930 -0.60582
H -3.96024 2.38844 -1.50758
H -3.36519 4.84454 -0.88501
H -2.21790 4.20796 0.31839
H -1.94448 3.93795 -1.38716
H -6.02791 3.01410 -0.35937
H -5.22006 4.42124 0.20041
H -5.71448 3.67834 2.63572
H -6.87273 2.53342 1.97992
H -7.06100 4.24331 1.76077
C 3.24203 -4.64628 3.51106
C 2.74561 -3.25140 3.80898
O 3.50750 -2.42603 4.36518
N 1.50503 -2.91586 3.42908
C 0.90588 -1.59666 3.59627
H 2.52964 -5.10043 2.82233
H 3.38676 -5.26621 4.39586
H 4.21289 -4.62236 3.01611
H 0.97582 -3.63537 2.95753
H 0.15526 -1.48666 2.81360
H 1.68130 -0.83407 3.52361
H 0.35849 -1.48822 4.53261
C -1.64087 -3.12583 0.89368
C -0.71492 -4.03282 1.72370
O 0.05660 -3.61188 2.54180
N -0.83936 -5.34294 1.57508
C 0.01643 -6.35736 2.22490
H -2.55483 -3.68708 0.69932
H -1.13574 -2.88845 -0.04259
H -1.99404 -2.23024 1.40485
H -1.60143 -5.67402 1.00086
H 0.30889 -7.07746 1.46070
H -0.50246 -6.98804 2.94678
H 0.94851 -5.99059 2.65478
C -0.33611 5.36521 -0.72764
C -0.01068 5.06879 0.71059
O 0.00114 5.96381 1.57783
N 0.37736 3.84686 1.06248
C 0.18341 2.61630 0.27719
H 0.02490 6.35047 -1.02265
H -1.42265 5.41640 -0.79774
H 0.07856 4.68679 -1.47323
H 0.62945 3.70827 2.03064
H 0.63830 2.70401 -0.70947
H -0.85341 2.28356 0.22830
H 0.74433 1.80162 0.73520
C -3.38889 -1.71610 2.43754
C -4.65654 -2.60302 2.43156
O -5.46026 -2.56597 1.46011
N -4.85807 -3.42588 3.46851
C -6.07735 -4.14251 3.74345
H -2.55099 -1.90276 3.10925
H -3.67846 -0.71384 2.75331
H -3.02996 -1.61764 1.41305
H -4.10680 -3.44870 4.14317
H -5.82963 -5.17384 3.99465
H -6.76456 -4.11551 2.89782
H -6.59036 -3.70929 4.60208
C 3.20694 -2.37829 -2.39581
C 3.29402 -2.67851 -0.90090
O 4.31754 -2.45255 -0.27048
N 2.23184 -3.25817 -0.37013
C 2.01339 -3.66137 1.04651
H 3.52064 -1.36899 -2.66228
H 2.14637 -2.34771 -2.64551
H 3.67503 -3.16945 -2.98151
H 1.39922 -3.30152 -0.94018
H 1.31887 -4.50112 1.07039
H 1.59670 -2.80764 1.58095
H 2.93696 -3.87566 1.58428
C 0.02213 -2.48283 -3.60621
C 0.11733 -3.30763 -2.27967
O 0.56089 -2.80431 -1.26658
N -0.38262 -4.54858 -2.36837
C -0.35649 -5.44415 -1.23184
H 0.97149 -1.95961 -3.72051
H -0.76446 -1.72932 -3.56601
H -0.14278 -3.12512 -4.47129
H -0.54360 -5.01903 -3.24750
H -0.92112 -5.00340 -0.41023
H 0.65679 -5.66783 -0.89819
H -0.87003 -6.35738 -1.53246
C 1.83379 1.63102 -2.98904
C 1.16540 2.98485 -3.11116
O -0.05671 3.04059 -3.44047
N 1.97445 4.02402 -2.93272
C 1.52417 5.38490 -3.17182
H 2.62818 1.64659 -3.73522
H 1.12278 0.83022 -3.19221
H 2.27983 1.45428 -2.01031
H 2.92894 3.77354 -2.71751
H 0.48855 5.43137 -3.50863
H 2.15856 5.95120 -3.85369
H 1.55595 5.89350 -2.20828
```

As for the frontier orbital gap: 0.25941 Eh. For the energy above the lowest of the compared OMol25 structures with the same formula, charge and spin, the calculation gives 49.601 eV.


(5)
C3H6O2 | wB97M-V/def2-TZVPD

```
11
C3H6O2 (wB97M-V/def2-TZVPD)
O -1.67692 -0.46859 -0.18423
C -0.93936 0.71847 -0.01338
C 0.54900 0.47560 0.10397
C 1.09795 -0.85632 0.34164
O 1.09774 -0.28641 -0.96592
H -1.34515 -0.88521 -0.99123
H -1.10146 1.40916 -0.85588
H -1.31803 1.20463 0.89086
H 1.14326 1.34311 0.39881
H 0.41315 -1.69019 0.47483
H 2.07982 -0.96426 0.80053
```

As for the frontier orbital gap: 0.41484 Eh. As for the structure (SMILES): OC[C@H]1CO1. For the energy above the lowest of the compared OMol25 structures with the same formula, charge and spin, the calculation gives 1.989 eV.


(6)
C2H3N5O | wB97M-V/def2-TZVPD

```
11
C2H3N5O (wB97M-V/def2-TZVPD)
N -1.70764 0.24658 0.55836
C -0.52305 0.07040 0.04014
N -0.17285 0.42408 -1.20828
C 1.19168 0.40355 -1.48212
O 1.99364 0.87685 -2.34668
N 2.06714 -0.34318 -0.47301
N 1.72742 -0.70437 0.74141
N 0.32711 -0.62318 0.87256
H -2.56629 0.88379 0.27686
H -2.20159 -0.46265 1.28444
H -0.13556 -0.77188 1.73631
```

As for the frontier orbital gap: 0.34419 Eh. As for the structure (SMILES): Nc1nc(=O)nn[nH]1. For the energy above the lowest of the compared OMol25 structures with the same formula, charge and spin, the calculation gives 3.551 eV.


(7)
C3H18O7 | wB97M-V/def2-TZVPD

```
28
C3H18O7 (wB97M-V/def2-TZVPD)
C -0.92818 -2.96368 -0.92795
C -1.13248 -1.51432 -0.52385
C -0.16006 -0.64284 -0.66162
O -0.22207 0.63504 -0.24618
H -1.61450 -3.26703 -1.72597
H 0.15892 -3.11924 -1.36034
H -1.11165 -3.72353 -0.18331
H -2.15409 -1.21828 -0.06011
H 0.85993 -0.83858 -0.99763
H -1.18357 0.81845 -0.02950
H 2.02625 2.31084 1.88721
H 0.61829 2.24608 0.90818
O 1.07638 2.43861 1.75607
H 0.10448 1.42086 2.69255
H -1.06555 0.70520 3.21447
O -0.14327 0.82598 3.34673
H 0.43023 1.25570 -3.55203
H -0.73200 0.03461 -3.18867
O -0.31732 0.83253 -3.24056
H 2.87488 0.11690 1.79205
H 3.24550 0.75548 0.37326
O 3.26896 0.94833 1.29382
H 0.79723 -0.98155 2.86961
H 0.76860 -1.84411 1.69407
O 1.24377 -1.73885 2.53574
H -1.65587 1.99252 -2.98614
H -2.50118 2.30974 -1.84291
O -2.55164 2.20513 -2.83697
```

As for the frontier orbital gap (alpha / beta): 0.35141 / 0.18221 Eh. The multiplicity is 2. As for the total charge: +1. For the energy above the lowest of the compared OMol25 structures with the same formula, charge and spin, the calculation gives 1.308 eV.


Copy entry 2 word for word.
C6H10 | wB97M-V/def2-TZVPD

```
16
C6H10 (wB97M-V/def2-TZVPD)
C -0.95974 -0.77164 1.37350
C -0.56462 0.44787 0.54982
C 0.94942 0.82275 0.50638
C 0.94811 0.61085 -1.00627
C 0.45408 -0.75568 -1.37471
C -0.53663 0.29220 -0.97685
H -1.01619 -0.53157 2.44105
H -1.93243 -1.16503 1.05694
H -0.22428 -1.57619 1.26072
H -1.17182 1.31157 0.84254
H 1.12248 1.86895 0.77582
H 1.62555 0.19202 1.09696
H 1.49774 1.21835 -1.71877
H 0.64488 -1.61548 -0.73427
H 0.47593 -0.98461 -2.43706
H -1.31251 0.63563 -1.65579
```

As for the frontier orbital gap: 0.39777 Eh. As for the structure (SMILES): C[C@H]1C[C@H]2C[C@H]21. For the energy above the lowest of the compared OMol25 structures with the same formula, charge and spin, the calculation gives 1.304 eV.


Copy entry 6 word for word.
C2H3N5O | wB97M-V/def2-TZVPD

```
11
C2H3N5O (wB97M-V/def2-TZVPD)
N -1.70764 0.24658 0.55836
C -0.52305 0.07040 0.04014
N -0.17285 0.42408 -1.20828
C 1.19168 0.40355 -1.48212
O 1.99364 0.87685 -2.34668
N 2.06714 -0.34318 -0.47301
N 1.72742 -0.70437 0.74141
N 0.32711 -0.62318 0.87256
H -2.56629 0.88379 0.27686
H -2.20159 -0.46265 1.28444
H -0.13556 -0.77188 1.73631
```

As for the frontier orbital gap: 0.34419 Eh. As for the structure (SMILES): Nc1nc(=O)nn[nH]1. For the energy above the lowest of the compared OMol25 structures with the same formula, charge and spin, the calculation gives 3.551 eV.